Below is C12H21BrMoN2OSSi as an isolated structure, with properties calculated with the ωB97M-V functional and the def2-TZVPD basis.

XYZ file:
```
40
Properties=species:S:1:pos:R:3:forces:R:3:nbo_charge:R:1
Mo -0.010772 0.211455 0.390939 0.0 0.1 0.2 1.321
C 3.398316 1.648956 1.810602 0.1 0.0 0.0 -0.801
S 3.187815 1.191220 0.106535 -0.5 0.0 0.0 1.290
O 1.912899 0.231818 0.199456 0.3 -0.1 0.0 -0.912
C 4.515645 0.136517 -0.243190 0.2 -0.1 -0.1 -0.351
C 4.855642 -0.963784 0.549431 0.0 0.1 0.0 -0.127
C 5.949598 -1.717673 0.181498 0.0 0.0 0.0 -0.203
C 6.692537 -1.369410 -0.947474 0.0 0.0 0.0 -0.122
C 6.345026 -0.278796 -1.727128 0.0 0.1 0.0 -0.194
C 5.239053 0.486082 -1.382582 0.1 -0.1 0.0 -0.159
H 3.471124 0.769962 2.445727 0.0 0.0 0.0 0.263
H 2.555267 2.280767 2.084355 0.0 0.0 0.0 0.266
H 4.325337 2.224561 1.834170 0.0 0.0 0.1 0.280
H 4.277117 -1.233489 1.422789 0.0 0.0 0.0 0.224
H 6.237558 -2.577657 0.769762 0.0 0.0 0.0 0.248
H 7.555719 -1.962893 -1.217396 0.0 0.0 0.0 0.248
H 6.930984 -0.020077 -2.597433 0.0 0.0 0.0 0.251
H 4.954597 1.340722 -1.982398 0.0 0.0 0.0 0.242
N -1.574688 -0.904275 -0.536713 0.2 0.1 0.0 -0.590
N -2.178398 0.133980 0.228474 0.0 0.0 -0.1 -0.570
H -1.810342 -0.883480 -1.526149 -0.1 -0.1 0.0 0.438
H -1.747866 -1.821661 -0.128477 -0.1 -0.1 -0.1 0.442
H -2.781276 -0.210034 0.971256 -0.1 0.0 0.0 0.441
H -2.615399 0.840951 -0.355336 -0.1 0.0 0.0 0.434
Br -0.393714 -0.879888 2.514060 0.1 0.2 -0.1 -0.191
C 0.890045 5.896013 1.204197 0.1 0.0 0.0 -1.111
Si -0.329836 5.290726 -0.057680 0.0 -0.1 0.1 1.576
C 0.183628 5.633776 -1.805871 0.0 0.0 0.0 -1.111
C -2.070682 5.797029 0.322257 0.0 0.0 0.0 -1.114
C -0.288572 3.383652 0.103263 0.0 0.2 0.0 -0.181
C -0.250130 2.159587 0.192676 -0.1 -0.2 0.1 -0.526
H 0.893289 6.987673 1.222966 0.0 0.0 0.0 0.269
H 1.904866 5.575952 0.961053 0.0 0.0 0.0 0.241
H 0.641357 5.554858 2.209512 0.0 0.0 0.0 0.252
H 0.173773 6.712586 -1.977489 0.0 0.0 0.0 0.267
H -0.494536 5.182595 -2.530662 0.0 0.0 0.0 0.253
H 1.194993 5.280274 -2.010200 0.0 0.0 0.0 0.248
H -2.154438 6.884033 0.260792 0.0 0.0 0.0 0.268
H -2.371570 5.501487 1.327748 0.0 0.0 0.0 0.255
H -2.777547 5.374616 -0.393374 0.0 0.0 0.0 0.250
```
Forces are in eV/Å.

Output
* E_LUMO (alpha / beta): -8.01 / -7.98 eV
* frontier orbital gap (alpha / beta): 7.44 / 7.55 eV
* relative energy (zero: lowest compared OMol25 entry of this formula, charge and spin): 0.0 kcal/mol
* largest force on an atom: 0.48 eV/A
* 2S+1: 3
* net charge: +2
* calculated total energy: -3983.87590 Eh
* highest occupied orbital energy (alpha / beta): -15.45 / -15.52 eV

=====

Below is C12H21BrMoN2OSSi as an isolated structure in a non-equilibrium geometry, with properties calculated with the ωB97M-V functional and the def2-TZVPD basis.

XYZ file:
```
40
Properties=species:S:1:pos:R:3:forces:R:3:nbo_charge:R:1
Mo -1.257496 2.170168 -0.075604 0.9 3.2 -0.7 1.342
C -0.099302 -0.809591 1.877571 0.2 0.2 -0.2 -0.785
S -0.945507 -1.042890 0.293659 -0.3 -0.9 1.3 1.286
O -1.619057 0.387205 0.201099 -0.9 -1.2 0.1 -0.867
C -2.307476 -2.069524 0.822938 0.2 0.2 -0.3 -0.282
C -3.183039 -1.627728 1.805164 0.0 0.2 0.2 -0.199
C -4.197516 -2.470104 2.221549 0.1 0.2 0.0 -0.201
C -4.331353 -3.729498 1.652210 0.1 0.0 -0.1 -0.076
C -3.457020 -4.153374 0.661795 0.0 0.0 0.1 -0.193
C -2.433854 -3.322192 0.238044 0.2 0.2 -0.1 -0.184
H -0.816595 -0.449173 2.616825 0.0 0.0 -0.2 0.263
H 0.698357 -0.083864 1.712745 0.0 0.0 0.0 0.264
H 0.330736 -1.749658 2.214787 -0.1 -0.2 -0.2 0.283
H -3.080994 -0.634686 2.224856 -0.1 0.0 0.1 0.227
H -4.872124 -2.145415 2.998333 -0.1 0.0 0.0 0.248
H -5.121730 -4.381592 1.986553 -0.1 -0.1 0.0 0.238
H -3.567768 -5.128832 0.219562 0.0 -0.1 -0.1 0.249
H -1.736229 -3.631992 -0.523804 0.0 -0.1 -0.2 0.241
N -1.964395 3.956882 -1.158706 -0.7 0.2 -0.5 -0.595
N -0.613369 4.209018 -0.811478 0.7 0.4 -0.2 -0.576
H -2.158554 4.084856 -2.164001 0.2 -0.4 0.4 0.434
H -2.601444 4.589639 -0.649694 0.3 -0.4 0.0 0.442
H -0.481261 5.093480 -0.295095 -0.2 -0.7 0.0 0.439
H 0.006153 4.226168 -1.634164 -0.4 -0.2 0.3 0.430
Br -1.771689 3.553830 1.893230 0.2 -0.6 -0.2 -0.226
C 3.703244 -0.416969 0.472615 0.0 0.5 -0.8 -1.079
Si 3.348461 0.387309 -1.226231 0.5 -0.4 -0.1 1.521
C 3.191716 -0.898012 -2.626376 0.0 0.7 0.6 -1.078
C 4.402401 1.902041 -1.675304 -0.4 -0.6 0.3 -1.082
C 1.634134 1.112384 -0.948998 0.2 -0.1 -0.2 -0.237
C 0.564370 1.658402 -0.727417 -0.8 0.4 0.4 -0.512
H 4.728963 -0.767788 0.505289 0.2 -0.1 0.0 0.266
H 3.063290 -1.272139 0.670580 -0.1 -0.2 -0.1 0.231
H 3.577965 0.290050 1.287277 0.0 0.2 0.1 0.243
H 4.163091 -1.325906 -2.852812 0.2 -0.1 0.0 0.264
H 2.814955 -0.444267 -3.538011 0.0 0.1 -0.1 0.252
H 2.523836 -1.712644 -2.361840 -0.1 -0.1 0.1 0.241
H 5.442630 1.625951 -1.815342 0.2 -0.1 0.0 0.265
H 4.362009 2.656291 -0.894591 0.0 0.0 0.2 0.249
H 4.061460 2.364161 -2.597211 -0.1 0.0 -0.2 0.251
```
Forces are in eV/Å.

Output
* E_LUMO (alpha / beta): -8.33 / -8.13 eV
* frontier orbital gap (alpha / beta): 7.22 / 7.47 eV
* relative energy (zero: lowest compared OMol25 entry of this formula, charge and spin): 12.9 kcal/mol
* largest force on an atom: 3.44 eV/A
* 2S+1: 3
* net charge: +2
* calculated total energy: -3983.85536 Eh
* highest occupied orbital energy (alpha / beta): -15.55 / -15.60 eV

=====

Below is C12H21CsFNO3PSi2 as an isolated structure in a non-equilibrium geometry, with properties calculated with the ωB97M-V functional and the def2-TZVPD basis.

XYZ file:
```
42
Properties=species:S:1:pos:R:3:forces:R:3:lowdin_charge:R:1
C 3.586568 -2.347971 0.925120 0.7 -0.6 -0.2 -0.131
C 4.405664 -1.315421 -0.055045 1.1 -1.1 0.5 -0.333
N 3.863192 0.100338 -0.081254 -0.4 -0.1 -2.1 -0.171
Si 2.430804 0.254594 -1.188387 0.9 1.6 2.5 0.403
O 1.583514 1.785042 -0.805172 -1.2 -2.8 1.4 -0.408
Si 0.322660 1.449620 0.372001 1.2 0.5 -1.3 0.543
C 0.768132 1.883585 2.194535 0.5 0.7 1.4 -0.181
C 2.351455 1.622194 2.540227 0.9 -4.9 4.2 -0.224
O 2.632121 0.626556 3.406908 -1.1 7.5 -6.5 0.004
F 3.350237 2.468267 1.845784 -3.2 -2.6 2.3 -0.016
C -1.369789 2.351943 -0.011953 0.0 -2.5 -0.3 -0.526
C -2.486223 1.114264 -0.149657 -1.9 -1.5 0.3 -0.240
C -3.356271 0.902809 -1.523103 -0.4 -3.1 4.3 -0.013
C -4.396510 -0.400731 -1.537125 2.1 0.9 2.8 -0.003
C -4.527948 -1.414998 -0.228429 1.8 2.3 0.3 -0.161
C -5.516526 -2.757320 -0.201972 1.4 0.8 0.4 -0.107
C -3.666076 -1.142315 1.156696 0.9 3.1 -3.5 -0.005
C -2.629682 0.149945 1.183551 -2.9 -1.7 -3.0 -0.044
P 2.957254 0.258478 -3.331714 4.3 -0.9 -1.4 0.602
O 4.518350 -0.038522 -3.420893 -4.1 0.8 0.2 -0.560
H 2.439750 -2.111316 1.037822 2.3 -0.4 -0.3 0.062
H 3.730095 -3.433392 0.451311 -0.5 2.3 1.1 0.089
H 4.105925 -2.394382 1.987416 -1.3 0.3 -2.2 0.086
H 5.512268 -1.237382 0.378551 -2.4 -0.2 -1.0 0.135
H 4.501643 -1.756470 -1.135775 -0.2 0.7 2.0 0.101
H 4.646655 0.695157 -0.469440 -1.2 -0.7 0.7 0.093
H 1.597499 -0.927903 -0.936400 -0.1 0.0 -0.1 -0.016
H 0.086686 -0.016978 0.345834 0.0 0.4 0.1 0.014
H 0.414556 2.980900 2.504470 1.2 -2.2 -0.7 0.104
H 0.121309 1.151123 2.879234 1.8 1.5 -1.4 0.111
H -1.613326 3.056408 0.916322 4.1 -7.2 -3.0 -0.342
H -1.346107 2.986741 -0.994699 0.0 -1.1 1.8 0.079
H -3.222100 1.649919 -2.413747 -0.3 -1.7 1.8 0.094
H -5.040652 -0.573739 -2.526051 1.6 0.3 2.6 0.105
H -4.810787 -3.656414 0.107911 -1.6 1.8 -0.8 0.094
H -6.281482 -2.599651 0.672250 1.3 -0.3 -2.0 0.090
H -6.001553 -2.968014 -1.246020 0.9 0.5 2.2 0.087
H -3.748282 -1.854709 2.109001 0.1 1.7 -2.4 0.115
H -2.034867 0.305362 2.195503 -1.2 -0.1 -2.5 0.090
H 2.550130 1.499275 -3.940559 -0.1 -0.7 0.1 -0.019
H 2.153197 -0.791982 -3.945858 0.3 0.9 0.3 -0.009
Cs -2.581482 4.447090 0.932804 -5.3 7.6 1.1 1.409
```
Forces are in eV/Å.

Output
* E_LUMO: -3.70 eV
* frontier orbital gap: 7.64 eV
* largest force on an atom: 10.01 eV/A
* net charge: +1
* calculated total energy: -1790.02873 Eh
* highest occupied orbital energy: -11.34 eV

=====

The highest calculated total energy belongs to which entry?
C12H21CsFNO3PSi2